# C5H8O

An isolated molecule of C5H8O (ωB97M-V/def2-TZVPD, OMol25).

Values from the calculation:
HOMO-LUMO gap   10.75 eV
Energy relative to the best compared isomer or geometry (same formula, charge and spin)   21.6 kcal per mole
DFT total energy   -270.52350 hartree

CARTESIAN COORDINATES (ANGSTROEM)
C -0.453 1.290 0.783
H -1.282 0.745 1.225
H 1.501 -1.665 0.823
C 0.636 -1.991 0.239
H -0.098 -2.447 0.913
H 0.939 -2.763 -0.475
H 0.063 1.965 1.459
H -0.106 2.588 -0.992
C 0.391 0.548 -0.235
O -1.048 -1.093 -1.165
C -0.066 -0.859 -0.488
H -1.409 1.310 -1.215
H 1.463 0.729 -0.203
C -0.532 1.644 -0.669